Model 1:
Formula: C4H10O
Source: OMol25
Level of theory: ωB97M-V with the def2-TZVPD basis set

The geometry in ORCA input format:
```
! RIJCOSX wB97M-V def2-TZVPD def2/J DEFGRID3
* xyz 0 1
C -0.73 -2.60 1.25
C -0.74 -2.05 2.45
O -1.84 -1.42 2.95
H 0.15 -3.18 1.01
H -1.57 -2.65 0.57
H 0.19 -1.76 2.94
H -1.78 -1.39 3.91
C 0.91 2.64 -1.94
C 0.64 1.14 -1.85
H 1.98 2.78 -2.13
H 0.67 3.14 -1.01
H 0.34 3.07 -2.76
H 1.05 0.73 -2.77
H 1.13 0.68 -0.98
H -0.41 0.89 -1.64
*
```

Calculated values
SMILES string = C=CO.CC

=====

Model 2:
Formula: C4H10O
Source: OMol25
Level of theory: ωB97M-V with the def2-TZVPD basis set

The geometry in ORCA input format:
```
! RIJCOSX wB97M-V def2-TZVPD def2/J DEFGRID3
* xyz 0 1
C 0.02 1.58 0.15
C 0.98 0.56 0.06
C 0.03 -0.38 0.89
C -1.44 -0.73 0.45
H -0.30 2.18 -0.71
H -0.23 1.99 1.13
H 1.88 0.59 0.66
H 0.03 -0.06 1.95
H 0.42 -1.38 1.10
H -1.55 -1.80 0.47
H -1.59 -0.33 -0.55
H -2.15 -0.24 1.11
O 1.57 -0.93 -2.44
H 0.94 -0.31 -2.79
H 1.37 -0.73 -1.50
*
```

Calculated values
SMILES string = C=CCC.O

=====

Model 3:
Formula: C4H10O
Source: OMol25
Level of theory: ωB97M-V with the def2-TZVPD basis set

The geometry in ORCA input format:
```
! RIJCOSX wB97M-V def2-TZVPD def2/J DEFGRID3
* xyz 0 1
C 1.81 1.01 0.01
C 0.90 0.05 -0.21
O -0.21 0.36 -0.91
C -1.37 -0.41 -0.69
C -2.16 0.20 0.45
H 1.51 2.04 -0.11
H 2.85 0.82 0.18
H 0.95 -0.99 0.11
H -1.10 -1.46 -0.49
H -1.92 -0.39 -1.63
H -3.11 -0.31 0.62
H -2.35 1.26 0.23
H -1.56 0.15 1.37
H 2.92 -0.93 0.81
H 2.84 -1.41 0.25
*
```

Calculated values
SMILES string = C=COCC.[H][H]

=====

model 1 comes first in stability; the runner-up is 0.0389 hartree higher.

=====

Model 1:
Formula: C9H17NO
Source: OMol25
Level of theory: ωB97M-V with the def2-TZVPD basis set

The geometry in ORCA input format:
```
! RIJCOSX wB97M-V def2-TZVPD def2/J DEFGRID3
* xyz 0 1
C -2.52 0.49 -1.61
O -1.91 0.59 -0.32
N -0.51 0.20 -0.42
C 0.61 0.90 0.29
C 0.06 1.40 1.59
C -0.54 0.09 2.23
C -0.29 -1.33 1.51
C -0.26 -1.19 -0.09
C 1.11 -1.45 -0.82
C 1.86 -0.16 -1.44
C 1.54 1.27 -0.81
H -3.01 -0.50 -1.64
H -1.81 0.59 -2.40
H -3.31 1.23 -1.66
H 1.37 0.27 0.81
H 0.91 1.74 2.21
H -0.69 2.16 1.46
H -1.65 0.23 2.25
H -0.26 -0.01 3.27
H 0.69 -1.69 1.81
H -1.03 -2.05 1.88
H -1.00 -1.87 -0.51
H 1.75 -1.95 -0.09
H 0.81 -2.14 -1.60
H 1.60 -0.13 -2.50
H 2.93 -0.33 -1.39
H 1.07 1.92 -1.56
H 2.49 1.73 -0.41
*
```

Calculated values
SMILES string = CON1[C@H]2CCC[C@H]1CCC2

=====

Model 2:
Formula: C9H17NO
Source: OMol25
Level of theory: ωB97M-V with the def2-TZVPD basis set

The geometry in ORCA input format:
```
! RIJCOSX wB97M-V def2-TZVPD def2/J DEFGRID3
* xyz 0 1
C -1.29 -1.42 0.65
C -1.47 0.64 -1.67
C -1.73 1.53 -0.71
C -0.23 0.42 -2.48
C -3.11 1.66 -0.13
C 1.98 -1.19 2.39
C 0.49 2.11 0.00
C 2.13 -1.59 0.93
C 1.01 -2.55 0.49
N -0.25 -1.93 0.58
O -0.87 2.43 -0.13
H -2.29 -0.02 -1.93
H 0.41 1.30 -2.50
H -0.52 0.19 -3.51
H 0.35 -0.43 -2.11
H -3.09 2.38 0.68
H -3.44 0.70 0.26
H -3.82 1.99 -0.88
H 2.03 -2.06 3.04
H 2.77 -0.50 2.67
H 1.02 -0.70 2.56
H 1.09 2.56 -0.80
H 0.63 1.03 0.01
H 0.82 2.53 0.95
H 3.08 -2.10 0.78
H 2.11 -0.70 0.30
H 1.16 -2.86 -0.55
H 1.00 -3.44 1.13
*
```

=====

model 2 comes first in stability; the runner-up is 0.0770 hartree higher.

=====

Model 1:
Formula: C6H11N3
Source: OMol25
Level of theory: ωB97M-V with the def2-TZVPD basis set

The geometry in ORCA input format:
```
! RIJCOSX wB97M-V def2-TZVPD def2/J DEFGRID3
* xyz 2 1
C 0.45 -1.41 -3.51
N 0.13 -0.68 -2.55
C 0.76 -0.70 -1.30
C 0.23 -0.08 -0.21
C -0.83 0.99 -0.07
C -0.84 1.91 0.93
C -0.02 1.70 2.07
N 0.25 0.63 2.72
N -0.14 -0.62 2.40
H 0.07 -1.40 -4.50
H 1.40 -2.06 -3.48
H -0.71 -0.13 -2.49
H 1.74 -1.36 -1.11
H 0.77 0.02 0.75
H -1.46 1.09 -0.94
H -1.45 2.75 0.85
H 0.42 2.61 2.59
H 0.77 0.64 3.65
H -0.83 -0.70 1.74
H 0.05 -1.31 3.17
*
```

Calculated values
SMILES string = C=[NH+]\C=C/C=C\C=[NH+]/N

=====

Model 2:
Formula: C6H11N3
Source: OMol25
Level of theory: ωB97M-V with the def2-TZVPD basis set

The geometry in ORCA input format:
```
! RIJCOSX wB97M-V def2-TZVPD def2/J DEFGRID3
* xyz 2 1
C 2.06 1.63 -1.71
C 2.01 0.49 -0.69
N 0.71 0.25 -0.17
C 0.15 -0.87 0.10
N -1.07 -1.02 0.71
C -1.69 -2.24 1.29
C -1.83 0.08 0.87
C -1.46 1.33 0.38
N -0.31 1.67 -0.04
H 1.21 2.40 -1.48
H 3.00 2.10 -1.64
H 2.09 1.11 -2.59
H 2.55 -0.48 -1.14
H 2.46 0.91 0.18
H 0.59 -1.80 -0.03
H -2.71 -2.16 1.71
H -0.87 -2.69 1.98
H -1.84 -3.02 0.39
H -2.79 0.16 1.32
H -2.27 2.18 0.54
*
```

Calculated values
SMILES string = CC[n+]1c[n+](C)ccn1

=====

model 1 comes first in stability; the runner-up is 0.0736 hartree higher.

=====

Model 1:
Formula: C5H5NO
Source: OMol25
Level of theory: ωB97M-V with the def2-TZVPD basis set

The geometry in ORCA input format:
```
! RIJCOSX wB97M-V def2-TZVPD def2/J DEFGRID3
* xyz 0 1
O 0.08 0.25 2.20
C 0.65 0.06 1.17
C 1.91 -0.40 0.67
C 2.12 -0.15 -0.60
C -0.36 0.46 -0.21
C -1.52 -0.46 -0.50
N -1.60 0.90 0.00
H 3.03 -0.28 -1.19
H 1.19 0.30 -1.09
H -1.64 -1.30 0.18
H -1.91 -0.59 -1.51
H -1.95 1.22 0.89
*
```

=====

Model 2:
Formula: C5H5NO
Source: OMol25
Level of theory: ωB97M-V with the def2-TZVPD basis set

The geometry in ORCA input format:
```
! RIJCOSX wB97M-V def2-TZVPD def2/J DEFGRID3
* xyz 0 1
C -1.02 0.97 0.30
C -0.59 -0.10 0.82
C -0.30 2.27 -0.22
C 0.70 -2.15 0.78
C -0.02 -1.21 1.45
N 0.28 2.30 -1.25
O 0.50 1.30 -2.29
H -1.95 1.23 -0.11
H 1.06 -2.97 1.32
H 1.21 -1.89 -0.18
H -0.45 -1.49 2.43
H 0.59 1.75 -3.06
*
```

=====

Model 3:
Formula: C5H5NO
Source: OMol25
Level of theory: ωB97M-V with the def2-TZVPD basis set

The geometry in ORCA input format:
```
! RIJCOSX wB97M-V def2-TZVPD def2/J DEFGRID3
* xyz 0 1
O -0.01 2.36 0.60
C -0.03 1.23 0.27
C 0.37 0.60 -1.00
N 1.14 -0.42 0.60
C -0.20 -0.09 1.01
C -0.89 -0.98 0.01
C -0.48 -0.55 -1.22
H 0.92 1.11 -1.79
H 1.81 -0.31 1.40
H -0.50 -0.09 2.06
H -1.46 -1.86 0.24
H -0.68 -1.00 -2.18
*
```

=====

model 3 comes first in stability; the runner-up is 0.0879 hartree higher.

=====

Model 1:
Formula: C5H5NO
Source: OMol25
Level of theory: ωB97M-V with the def2-TZVPD basis set

The geometry in ORCA input format:
```
! RIJCOSX wB97M-V def2-TZVPD def2/J DEFGRID3
* xyz 0 1
O 0.17 0.61 -2.01
C 0.00 0.49 -0.66
C -1.24 -0.29 -0.23
C -0.75 -1.35 0.70
N 0.32 -1.50 1.29
C 1.06 0.57 0.26
C 1.14 -0.21 1.33
H 1.12 0.51 -2.21
H 0.28 1.61 0.01
H -1.97 0.30 0.35
H -1.74 -0.68 -1.12
H 1.61 -0.04 2.29
*
```

=====

Model 2:
Formula: C5H5NO
Source: OMol25
Level of theory: ωB97M-V with the def2-TZVPD basis set

The geometry in ORCA input format:
```
! RIJCOSX wB97M-V def2-TZVPD def2/J DEFGRID3
* xyz 0 1
N 0.48 -2.14 -1.75
C 0.35 -1.04 -1.43
C 0.20 0.34 -0.99
C 0.93 0.75 0.27
C -0.56 0.61 0.28
C -1.19 -0.52 1.06
O -1.42 -0.44 2.24
H 0.12 1.06 -1.80
H 1.51 -0.01 0.77
H 1.35 1.75 0.30
H -1.14 1.53 0.30
H -1.46 -1.42 0.48
*
```

Calculated values
SMILES string = N#C[C@@H]1C[C@@H]1C=O

=====

Model 3:
Formula: C5H5NO
Source: OMol25
Level of theory: ωB97M-V with the def2-TZVPD basis set

The geometry in ORCA input format:
```
! RIJCOSX wB97M-V def2-TZVPD def2/J DEFGRID3
* xyz 0 1
O -2.60 -0.07 -0.04
N -1.36 -0.05 -0.04
C -0.73 1.13 -0.03
C 0.66 1.21 -0.01
C 1.44 0.05 -0.02
C 0.79 -1.20 -0.05
C -0.59 -1.18 0.02
H -1.35 1.98 0.19
H 1.05 2.22 -0.07
H 2.53 0.12 -0.05
H 1.35 -2.14 0.02
H -1.19 -2.08 0.07
*
```

Calculated values
SMILES string = [O-][n+]1ccccc1

=====

Model 4:
Formula: C5H5NO
Source: OMol25
Level of theory: ωB97M-V with the def2-TZVPD basis set

The geometry in ORCA input format:
```
! RIJCOSX wB97M-V def2-TZVPD def2/J DEFGRID3
* xyz 0 1
C -1.05 -0.97 1.33
C -0.26 -0.08 0.41
N -0.17 1.19 0.55
C 0.56 1.69 -0.59
O 0.77 2.85 -0.81
C 0.97 0.48 -1.42
C 0.57 -0.60 -0.76
H -1.00 -2.00 0.98
H -0.55 -0.83 2.31
H -2.05 -0.63 1.42
H 1.46 0.52 -2.42
H 0.74 -1.63 -1.02
*
```

Calculated values
SMILES string = CC1=NC(=O)C=C1

=====

model 4 comes first in stability; the runner-up is 0.0193 hartree higher.

=====

Model 1:
Formula: C5H5NO
Source: OMol25
Level of theory: ωB97M-V with the def2-TZVPD basis set

The geometry in ORCA input format:
```
! RIJCOSX wB97M-V def2-TZVPD def2/J DEFGRID3
* xyz 0 1
N 3.40 -0.18 0.51
C 2.28 -0.52 -0.19
C 0.81 -0.38 -0.43
C -0.15 -1.40 -0.07
O -1.50 -1.08 0.22
C -1.53 0.45 0.29
C 0.06 1.06 -0.19
H -0.11 -2.44 -0.25
H -1.80 0.73 1.35
H -2.33 0.78 -0.44
H 0.56 1.68 0.49
H 0.31 1.30 -1.29
*
```

Calculated values
SMILES string = N#CC1=COCC1

=====

Model 2:
Formula: C5H5NO
Source: OMol25
Level of theory: ωB97M-V with the def2-TZVPD basis set

The geometry in ORCA input format:
```
! RIJCOSX wB97M-V def2-TZVPD def2/J DEFGRID3
* xyz 0 1
N 2.39 0.29 0.35
C 1.97 1.28 -0.18
C 1.00 -0.49 0.30
O 0.18 -0.19 1.42
C -0.99 -0.31 0.60
C -1.07 0.77 -0.41
C -0.19 -0.42 -0.68
H 1.42 -1.48 0.33
H -1.81 -0.91 0.99
H -1.99 0.80 -0.99
H -0.61 1.74 -0.21
H -0.31 -1.09 -1.52
*
```

=====

model 2 comes first in stability; the runner-up is 0.0303 hartree higher.